<A>
Below is a single C4H6I2 molecule, with properties calculated with ωB97M-V with the def2-TZVPD basis set.

Last column: Löwdin charge in e.
CARTESIAN COORDINATES (ANGSTROEM)
I (-0.0317, -1.4767, 2.9380)  0.543
I (1.5452, -2.4622, -0.7864)  0.920
C (1.0894, -0.6253, -0.0142)  -0.875
C (0.0363, 0.2179, -0.6729)  -0.328
C (1.2951, -0.3243, 1.4052)  -0.587
C (-1.1100, -0.7994, -0.5366)  -0.020
H (-0.3281, 1.0855, -0.0012)  0.137
H (-1.2759, -1.5295, -1.3386)  0.046
H (0.9842, 0.8172, 1.7410)  0.106
H (-1.5091, -0.9574, 0.3873)  -0.034
H (2.2878, -0.5679, 1.6863)  0.008
H (0.3335, 0.3710, -1.6837)  0.085

Calculated values
Gap between HOMO and LUMO (spin up / spin down), eV: 7.54 / 6.99
Spin multiplicity: 1
Net charge: 0
M, g/mol: 307.9


<B>
Below is 2 unconnected molecules or ions with the total composition C4H6I2, with properties calculated with ωB97M-V with the def2-TZVPD basis set.

Last column: Löwdin charge in e.
CARTESIAN COORDINATES (ANGSTROEM)
I (-2.3943, 0.3142, -0.2668)  0.892
I (2.6962, 0.1930, -0.2364)  0.789
C (0.5956, 0.7278, -0.1894)  -0.892
C (0.2355, 1.9906, 0.1004)  -0.123
C (-0.3731, -0.3710, -0.2862)  -0.857
C (-0.2340, -1.6908, 0.4556)  -0.195
H (-0.7013, 2.3076, 0.1983)  -0.073
H (-0.9106, -2.4189, 0.0526)  0.059
H (-0.0609, -0.3702, -2.1161)  0.208
H (0.9941, 2.7552, 0.4030)  0.074
H (-0.6142, -1.3183, 1.3990)  0.068
H (0.7670, -2.1190, 0.4859)  0.049

Calculated values
Gap between HOMO and LUMO (spin up / spin down), eV: 8.50 / 8.50
Spin multiplicity: 1
Net charge: 0
M, g/mol: 307.9


Tell me which of them is the least stable. Sure, it is <B>.


<A>
Below is 4 unconnected molecules or ions with the total composition C4H12O3, with properties calculated with ωB97M-V with the def2-TZVPD basis set.

Last column: Löwdin charge in e.
CARTESIAN COORDINATES (ANGSTROEM)
O (2.7412, -0.2312, -1.2064)  -0.420
O (1.2466, 1.7849, -0.9687)  -0.161
O (2.1996, -0.8187, 1.2583)  -0.153
C (-2.0757, 1.3712, 1.3879)  0.195
C (-1.9653, -0.5439, 0.0534)  0.020
C (-1.0467, -1.1630, -0.8641)  -0.012
C (-1.5221, 0.1623, 1.1563)  -0.101
H (-1.5477, 2.0822, 2.0005)  0.100
H (2.9568, -1.0973, -1.5614)  -0.068
H (2.2032, -0.5947, 0.2650)  -0.045
H (2.2007, -1.7579, 1.4559)  -0.001
H (-1.2924, -2.2111, -1.0658)  0.123
H (-1.1145, -0.7389, -1.8737)  0.138
H (-2.9080, 1.7445, 0.8127)  0.093
H (-3.0109, -0.4073, -0.2472)  0.143
H (-0.0572, -0.9889, -0.4310)  0.084
H (1.7685, 2.5487, -0.7227)  0.002
H (1.8177, 0.9575, -1.0967)  -0.064
H (-0.5937, -0.0985, 1.6476)  0.127

Calculated values
Gap between HOMO and LUMO, eV: 3.55
Spin multiplicity: 1
Net charge: 0
M, g/mol: 108.1


<B>
Below is 2 unconnected molecules or ions with the total composition C4H12O3, with properties calculated with ωB97M-V with the def2-TZVPD basis set.

Last column: Löwdin charge in e.
CARTESIAN COORDINATES (ANGSTROEM)
O (1.6284, 0.0837, -3.4101)  -0.087
O (1.5712, 1.7524, 2.6439)  -0.096
O (-2.2545, -1.3089, -1.5187)  -0.116
C (-0.1374, 0.3647, 1.3731)  -0.191
C (-0.3474, -0.4476, -0.0139)  -0.133
C (1.2498, 0.9896, 1.4327)  -0.287
C (-1.9102, -0.6203, -0.2990)  -0.252
H (2.0247, 0.1654, 1.2090)  0.133
H (1.8355, -0.8117, -3.1100)  0.028
H (-2.5155, -1.1414, 0.4687)  0.113
H (-1.4744, -1.8549, -1.8033)  0.093
H (1.6080, 1.1163, 3.3801)  0.080
H (1.3678, 1.7660, 0.6065)  0.134
H (0.0344, -1.3663, 0.1924)  0.061
H (-0.2238, -0.3618, 2.2407)  0.122
H (0.0778, 0.0602, -0.8909)  0.103
H (-2.3707, 0.3999, -0.4104)  0.120
H (0.6900, 0.0624, -3.7538)  0.063
H (-0.8536, 1.1524, 1.6631)  0.112

Calculated values
Gap between HOMO and LUMO, eV: 10.81
Structure (SMILES): OCCCCO.O
Spin multiplicity: 1
Net charge: 0
M, g/mol: 108.1


Tell me which of them is the least stable. Sure, it is <A>.


<A>
Below is 3 unconnected molecules or ions with the total composition C4H12O3, with properties calculated with ωB97M-V with the def2-TZVPD basis set.

Last column: Löwdin charge in e.
CARTESIAN COORDINATES (ANGSTROEM)
O (3.0797, 1.6729, 0.2544)  -0.059
O (-3.1459, -0.0504, -1.0570)  -0.045
O (1.2322, -2.6017, -0.8551)  -0.065
C (0.3795, -1.4965, -1.1588)  -0.239
C (-0.0367, -0.6754, 0.0554)  -0.115
C (-0.5505, 1.4821, 1.2795)  -0.098
C (-0.0968, 0.6603, 0.1215)  -0.221
H (0.1932, 1.7925, 2.0496)  0.088
H (0.9200, -0.6938, -1.6701)  0.118
H (-0.4606, -1.9574, -1.6933)  0.120
H (-2.5068, 0.4795, -0.5764)  0.004
H (-0.4045, -1.2416, 0.9236)  0.117
H (-3.0547, -0.9856, -0.9098)  0.024
H (-1.1428, 2.3648, 1.0344)  0.080
H (-1.0474, 0.7909, 1.9704)  0.077
H (3.4637, 1.2259, 1.0221)  0.042
H (0.8414, -3.0567, -0.1104)  0.072
H (0.1045, 1.0735, -0.8630)  0.114
H (2.2326, 1.2167, 0.1831)  -0.012

Calculated values
Gap between HOMO and LUMO, eV: 10.66
Structure (SMILES): C/C=C/CO.O.O
Spin multiplicity: 1
Net charge: 0
M, g/mol: 108.1


<B>
Below is 4 unconnected molecules or ions with the total composition C4H12O3, with properties calculated with ωB97M-V with the def2-TZVPD basis set.

Last column: Löwdin charge in e.
CARTESIAN COORDINATES (ANGSTROEM)
O (-0.0103, -2.8980, -0.2514)  -0.053
O (1.7020, -1.3961, 2.2395)  -0.064
O (-0.0159, 1.0682, 2.4283)  -0.079
C (0.1079, 1.3379, -1.0173)  -0.221
C (1.3280, 0.9467, -1.3776)  0.007
C (-2.3339, 1.2079, -1.0322)  0.014
C (-1.1734, 1.0488, -1.6559)  -0.203
H (-1.1372, 0.4083, -2.5386)  0.098
H (1.7834, -2.0863, 2.9095)  0.042
H (0.7358, 0.8339, 1.8670)  0.005
H (0.0007, 2.1169, -0.2644)  0.099
H (2.1439, 1.4433, -0.8854)  0.051
H (0.2302, 0.6416, 3.2565)  0.026
H (-3.2610, 0.7892, -1.3830)  0.051
H (1.2078, -1.8997, 1.5671)  0.020
H (-2.3502, 1.7843, -0.1160)  0.063
H (0.4635, -2.9249, -1.0959)  0.046
H (1.4922, 0.2299, -2.1757)  0.057
H (-0.9137, -2.6518, -0.4746)  0.041

Calculated values
Gap between HOMO and LUMO, eV: 9.51
Structure (SMILES): C=CC=C.O.O.O
Spin multiplicity: 1
Net charge: 0
M, g/mol: 108.1


<C>
Below is 3 unconnected molecules or ions with the total composition C4H12O3, with properties calculated with ωB97M-V with the def2-TZVPD basis set.

Last column: Löwdin charge in e.
CARTESIAN COORDINATES (ANGSTROEM)
O (-2.3748, -0.4156, -0.3166)  -0.073
O (-0.2043, 0.6011, -2.4909)  -0.025
O (1.2488, 1.2120, 0.5098)  0.014
C (1.5135, -1.5675, -0.3950)  -0.091
C (0.2684, 0.2778, 0.8520)  -0.396
C (0.5130, -1.0048, 0.5283)  -0.143
C (-0.6843, 0.7035, 1.9421)  -0.040
H (-0.2505, -1.6610, 0.9426)  0.114
H (-1.5754, 0.0987, 1.8230)  0.071
H (2.4722, -1.1047, -0.1282)  0.083
H (1.2788, 1.8800, 1.1939)  0.092
H (0.4700, 0.8076, -1.8608)  0.002
H (0.1735, -0.1193, -2.9836)  0.029
H (-2.1238, 0.5215, -0.3366)  0.040
H (1.6806, -2.6412, -0.3283)  0.076
H (1.4111, -1.3229, -1.4544)  0.060
H (-0.9641, 1.7625, 1.8243)  0.088
H (-1.5885, -0.8305, -0.6935)  0.013
H (-0.1917, 0.7552, 2.9133)  0.088

Calculated values
Gap between HOMO and LUMO, eV: 9.32
Structure (SMILES): C/C=C(/C)O.O.O
Spin multiplicity: 1
Net charge: 0
M, g/mol: 108.1


<D>
Below is 3 unconnected molecules or ions with the total composition C4H12O3, with properties calculated with ωB97M-V with the def2-TZVPD basis set.

Last column: Löwdin charge in e.
CARTESIAN COORDINATES (ANGSTROEM)
O (-2.6131, 3.4093, -1.7990)  -0.087
O (0.3507, -0.0557, -2.3429)  -0.064
O (-1.4956, -0.6687, 2.1167)  -0.027
C (2.3044, -0.5999, 1.6826)  -0.095
C (0.4996, -1.1108, -0.0928)  -0.091
C (-0.0557, -1.1227, -1.5169)  -0.287
C (1.8145, -0.7513, 0.1858)  -0.104
H (-0.2252, 0.6580, -2.1148)  0.067
H (2.9820, -1.4479, 1.8215)  0.055
H (2.4570, -0.5656, -0.5998)  0.060
H (-1.2016, -1.2385, -1.4025)  0.133
H (2.9221, 0.2976, 1.9525)  0.071
H (-0.2315, -1.2441, 0.7003)  0.048
H (-1.1631, 0.0363, 2.6701)  0.048
H (-2.3746, -0.7076, 2.4056)  0.015
H (0.3687, -1.9805, -2.0642)  0.112
H (1.3874, -0.6960, 2.3059)  0.057
H (-2.3716, 4.2826, -1.4565)  0.032
H (-3.3544, 3.5055, -2.4515)  0.057

Calculated values
Gap between HOMO and LUMO, eV: 9.25
Structure (SMILES): C/C=C/CO.O.O
Spin multiplicity: 1
Net charge: 0
M, g/mol: 108.1


Tell me which of them is the least stable. Sure, it is <D>.


<A>
Below is 3 unconnected molecules or ions with the total composition C4H12O3, with properties calculated with ωB97M-V with the def2-TZVPD basis set.

Last column: Löwdin charge in e.
CARTESIAN COORDINATES (ANGSTROEM)
O (3.1532, 1.4859, 0.3929)  -0.049
O (-3.0246, -0.2355, -0.6571)  -0.048
O (1.4139, -2.4000, -0.8179)  -0.069
C (-0.9062, 1.4336, 1.3179)  -0.089
C (-0.2200, 0.7330, 0.1947)  -0.196
C (0.7157, -1.1920, -1.0499)  -0.272
C (0.1291, -0.5574, 0.1967)  -0.124
H (-0.5002, 1.1151, 2.2815)  0.080
H (-0.7998, 2.5099, 1.2054)  0.075
H (1.0756, -2.8409, -0.0175)  0.089
H (2.3029, 1.1036, 0.6473)  0.006
H (-0.1853, 1.1867, -0.7937)  0.123
H (-0.0483, -1.2115, 1.0465)  0.120
H (-2.1753, -0.6042, -0.5064)  -0.027
H (3.4887, 0.8818, -0.2568)  0.020
H (-3.6452, -0.6994, -1.2496)  0.057
H (1.2909, -0.4542, -1.5999)  0.114
H (-1.9655, 1.1856, 1.4179)  0.074
H (-0.0996, -1.4403, -1.7520)  0.115

Calculated values
Gap between HOMO and LUMO, eV: 10.37
Structure (SMILES): C/C=C/CO.O.O
Spin multiplicity: 1
Net charge: 0
M, g/mol: 108.1


<B>
Below is 3 unconnected molecules or ions with the total composition C4H12O3, with properties calculated with ωB97M-V with the def2-TZVPD basis set.

Last column: Löwdin charge in e.
CARTESIAN COORDINATES (ANGSTROEM)
O (-4.3962, 1.0494, -2.1367)  -0.066
O (-0.7846, -1.7713, 0.6915)  0.027
O (-3.8372, 4.4347, -2.1988)  -0.064
C (2.6224, -1.1006, 0.7482)  -0.261
C (2.7030, -1.6331, 2.1966)  -0.099
C (1.2518, -0.6285, 0.2527)  -0.175
C (0.2934, -1.7436, 0.1190)  -0.264
H (1.7277, -1.9792, 2.5246)  0.066
H (-3.4829, 5.1856, -1.7134)  0.031
H (1.4915, -0.1104, -0.6610)  0.110
H (-4.3671, 3.9423, -1.5571)  0.032
H (2.9944, -0.8715, 2.9244)  0.067
H (0.4083, -2.6857, -0.4551)  0.131
H (-3.5655, 1.4746, -1.8950)  0.024
H (3.4889, -2.3818, 2.3165)  0.069
H (3.2695, -0.2112, 0.7123)  0.104
H (-3.9502, 0.6028, -2.8761)  0.043
H (3.1983, -1.7709, 0.1237)  0.098
H (0.9345, 0.1986, 0.8835)  0.125

Calculated values
Gap between HOMO and LUMO, eV: 10.48
Structure (SMILES): CCCC=O.O.O
Spin multiplicity: 1
Net charge: 0
M, g/mol: 108.1


Tell me which of them is the least stable. Sure, it is <A>.


<A>
Below is a single C4H8O molecule, with properties calculated with ωB97M-V with the def2-TZVPD basis set.

Last column: Löwdin charge in e.
CARTESIAN COORDINATES (ANGSTROEM)
O (-0.1767, 1.7979, 1.0778)  -0.178
C (-0.3708, -0.9520, -1.9763)  -0.021
C (-0.3430, -0.1712, -0.8667)  -0.158
C (0.1157, -0.5283, 0.6329)  -0.173
C (0.7810, 0.7491, 1.1654)  -0.317
H (-0.7210, -0.5911, -2.8815)  0.005
H (1.2885, 0.4903, 2.1087)  0.111
H (-0.6303, 0.9203, -0.8308)  0.096
H (1.5983, 1.1154, 0.5776)  0.105
H (0.6784, -1.5081, 0.6471)  0.124
H (-0.7351, -0.6242, 1.2541)  0.075
H (-0.1775, -2.1108, -2.0107)  0.091
H (-1.3074, 1.4128, 1.1024)  0.239

Calculated values
Gap between HOMO and LUMO, eV: 10.49
Structure (SMILES): C=CCCO
Spin multiplicity: 1
Net charge: 0
M, g/mol: 72.1


<B>
Below is 2 unconnected molecules or ions with the total composition C4H8O, with properties calculated with ωB97M-V with the def2-TZVPD basis set.

Last column: Löwdin charge in e.
CARTESIAN COORDINATES (ANGSTROEM)
O (2.7932, 3.3403, -0.0935)  0.000
C (-1.6263, -1.9554, -1.3160)  -0.030
C (1.6681, 3.3258, 0.3153)  -0.154
C (-0.9311, -2.2926, 1.0495)  -0.126
C (-1.8950, -2.3686, -0.0810)  -0.252
H (1.3944, 3.4869, 1.3701)  0.076
H (-2.3812, -1.7300, -2.0556)  0.048
H (-0.6984, -1.3917, -1.4119)  0.057
H (0.8014, 3.1291, -0.3443)  0.078
H (-1.2731, -2.7664, 1.9698)  0.066
H (0.0397, -2.6935, 0.7609)  0.076
H (-0.7549, -1.2630, 1.3770)  0.074
H (-2.8999, -2.7527, 0.0818)  0.088

Calculated values
Gap between HOMO and LUMO, eV: 10.34
Structure (SMILES): C=CC.C=O
Spin multiplicity: 1
Net charge: 0
M, g/mol: 72.1


<C>
Below is a single C4H8O molecule, with properties calculated with ωB97M-V with the def2-TZVPD basis set.

Last column: Löwdin charge in e.
CARTESIAN COORDINATES (ANGSTROEM)
O (-2.3285, -0.8976, -0.2594)  -0.113
C (1.3189, -0.3378, 0.5708)  -0.167
C (2.4028, -0.4854, -0.2227)  -0.048
C (-1.8160, 0.3334, 0.1766)  -0.179
C (0.0414, 0.5261, 0.0254)  -0.091
H (-2.5851, -0.8073, -1.2663)  0.148
H (-1.9541, 0.4984, 1.2449)  0.094
H (-0.0701, 1.5139, 0.6383)  0.093
H (3.1790, -1.2413, 0.1178)  0.066
H (1.2054, -0.8081, 1.5767)  0.091
H (-2.1759, 1.0509, -0.4066)  0.038
H (2.5417, -0.1772, -1.2380)  0.038
H (0.2405, 0.8319, -0.9574)  0.031

Calculated values
Gap between HOMO and LUMO, eV: 9.83
Structure (SMILES): C=CCCO
Spin multiplicity: 1
Net charge: 0
M, g/mol: 72.1


Tell me which of them is the least stable. Sure, it is <C>.